Record 1
The following is a DFT calculation (the ωB97M-V functional and the def2-TZVPD basis) of a structure of composition C33H40I2N2OP2Re.

Properties
2S+1 = 2
DFT total energy = -2822.17539 a.u.
HOMO-LUMO gap (spin up / spin down) = 6.040 / 6.351 eV
Highest occupied orbital energy (spin up / spin down) = -13.24 / -13.30 eV
Net charge = +2

CARTESIAN COORDINATES (ANGSTROEM)
Re  0.001  -0.122  -0.287
C  0.855  -1.678  2.684
C  -0.319  -2.473  2.114
C  0.170  -3.652  1.272
P  -1.446  -1.370  1.167
C  -2.905  -2.351  0.622
C  -3.367  -3.405  1.631
C  -4.058  -1.423  0.243
C  -1.966  -0.067  2.298
C  -2.771  -0.252  3.414
C  -3.198  0.840  4.159
C  -2.836  2.118  3.766
C  -2.008  2.321  2.670
C  -1.531  1.225  1.955
N  -0.642  1.334  0.831
C  -0.224  2.650  0.418
C  0.348  3.576  1.278
C  0.806  4.780  0.760
C  0.695  5.064  -0.595
C  0.157  4.122  -1.460
C  -0.286  2.904  -0.958
P  -0.836  1.454  -1.867
C  -0.083  1.326  -3.533
C  -0.679  2.266  -4.586
C  1.438  1.475  -3.467
C  -2.668  1.469  -1.963
C  -3.162  0.334  -2.859
C  -3.255  2.828  -2.353
H  1.466  -2.331  3.308
H  0.534  -0.833  3.294
H  1.515  -1.301  1.895
H  -0.929  -2.845  2.945
H  0.859  -3.317  0.493
H  -0.638  -4.208  0.796
H  0.716  -4.347  1.910
H  -2.545  -2.860  -0.279
H  -3.688  -2.955  2.570
H  -2.607  -4.152  1.850
H  -4.232  -3.926  1.218
H  -4.484  -0.950  1.127
H  -4.845  -2.002  -0.240
H  -3.750  -0.637  -0.445
H  -3.087  -1.246  3.702
H  -3.834  0.691  5.021
H  -3.197  2.976  4.317
H  -1.752  3.330  2.388
H  0.465  3.354  2.330
H  1.261  5.502  1.424
H  1.046  6.010  -0.981
H  0.102  4.337  -2.518
H  -0.320  0.294  -3.821
H  -0.586  3.315  -4.307
H  -1.726  2.060  -4.793
H  -0.128  2.131  -5.517
H  1.724  2.507  -3.263
H  1.859  1.198  -4.433
H  1.895  0.847  -2.705
H  -2.964  1.266  -0.926
H  -2.938  0.526  -3.907
H  -4.244  0.240  -2.769
H  -2.721  -0.630  -2.588
H  -3.036  3.090  -3.386
H  -2.890  3.627  -1.708
H  -4.339  2.785  -2.247
I  5.024  0.581  0.596
C  4.069  -0.824  -0.582
C  4.818  -1.863  -1.193
C  4.230  -2.802  -1.999
I  5.412  -4.272  -2.864
C  2.815  -2.775  -2.211
C  2.072  -3.703  -2.962
C  0.703  -3.594  -3.028
C  0.062  -2.573  -2.323
N  0.728  -1.672  -1.618
C  2.091  -1.746  -1.587
C  2.724  -0.743  -0.816
O  1.887  0.192  -0.277
H  5.883  -1.896  -1.011
H  2.584  -4.507  -3.474
H  0.114  -4.298  -3.597
H  -1.018  -2.490  -2.320

Forces on the atoms, in the same order (eV/Å):
0.1 1.0 0.2
0.0 0.0 0.0
-0.1 0.0 0.0
0.0 0.0 0.0
0.3 0.0 0.1
0.0 0.0 0.0
0.0 0.0 0.0
0.0 0.0 0.0
0.0 0.2 0.0
0.0 0.0 0.0
0.0 0.0 0.0
0.0 -0.1 0.0
0.0 -0.2 -0.1
0.0 -0.1 0.1
-0.2 0.0 0.0
0.0 0.0 -0.1
0.0 0.0 -0.1
0.0 0.0 0.0
0.0 0.0 0.0
0.0 0.0 0.0
0.0 0.0 0.1
-0.1 0.0 -0.2
0.0 0.0 0.0
0.0 0.0 0.0
0.0 0.0 0.0
0.0 0.0 0.0
0.0 0.0 0.0
0.0 0.0 0.0
0.0 0.0 0.0
0.0 0.0 0.0
0.0 0.0 0.0
0.0 0.0 0.0
0.0 0.0 0.0
0.0 0.0 0.0
0.0 0.0 0.0
0.0 0.0 0.0
0.0 0.0 0.0
0.0 0.0 0.0
0.0 0.0 0.0
0.0 0.0 0.0
0.0 0.0 0.0
0.0 0.0 0.0
0.0 0.0 0.0
0.0 0.0 0.0
0.0 0.0 0.0
0.0 0.0 0.0
0.0 0.0 0.0
0.0 0.0 0.0
0.0 0.0 0.0
0.0 0.0 0.0
0.0 0.0 0.0
0.0 0.0 0.0
0.0 0.0 0.0
0.0 0.0 0.0
0.0 0.0 0.0
0.0 0.0 0.0
0.0 0.0 0.0
0.0 0.0 0.0
0.0 0.0 0.0
0.0 0.0 0.0
0.0 0.0 0.0
0.0 0.0 0.0
0.0 0.0 0.0
0.0 0.0 0.0
0.0 0.0 0.0
-0.1 0.2 -0.2
-0.1 0.0 -0.1
-0.1 0.1 0.1
0.0 0.0 0.0
0.1 0.0 0.0
0.0 0.0 0.0
0.0 0.1 0.0
0.0 -0.1 0.0
0.0 -0.1 -0.1
0.1 0.1 0.1
-0.1 -0.3 0.0
0.0 -0.8 0.2
0.0 0.0 0.0
0.0 0.0 0.0
0.0 0.0 0.0
0.0 0.0 0.0

=====

Record 2
The following is a DFT calculation (the ωB97M-V functional and the def2-TZVPD basis) of a structure of composition C33H40IrN7PSe.

Properties
2S+1 = 6
DFT total energy = -4511.34677 a.u.
HOMO-LUMO gap (spin up / spin down) = 6.879 / 5.707 eV
Highest occupied orbital energy (spin up / spin down) = -12.56 / -13.89 eV
Net charge = +2

CARTESIAN COORDINATES (ANGSTROEM)
Ir  -0.219  0.844  0.861
N  1.180  -1.358  4.474
C  1.440  -1.032  3.209
N  0.505  -0.195  2.794
C  -0.313  -0.063  3.875
N  0.062  -0.757  4.917
C  -1.488  0.798  3.783
C  -2.301  1.107  4.866
N  -3.347  1.911  4.739
C  -3.583  2.414  3.533
C  -2.781  2.112  2.442
N  -1.736  1.296  2.566
H  1.692  -1.983  5.079
H  2.265  -1.425  2.637
H  -2.087  0.697  5.845
H  -4.433  3.076  3.425
H  -2.980  2.524  1.464
C  -3.752  1.162  -0.764
C  -2.741  2.187  -1.287
C  -3.192  2.781  -2.621
P  -1.052  1.450  -1.245
C  0.031  2.428  -2.351
C  1.371  1.715  -2.517
C  0.198  3.842  -1.796
C  -1.161  -0.185  -2.046
C  -1.642  -0.344  -3.324
C  -1.707  -1.597  -3.955
C  -2.251  -1.744  -5.337
C  -1.248  -2.726  -3.245
C  -0.742  -2.611  -1.984
C  -0.671  -1.336  -1.333
N  -0.150  -1.205  -0.115
C  0.417  -2.335  0.543
C  -0.336  -3.023  1.492
C  -1.772  -2.653  1.749
C  0.274  -4.068  2.179
C  1.595  -4.432  1.944
C  2.222  -5.594  2.665
C  2.317  -3.714  0.990
C  1.747  -2.668  0.276
C  2.530  -1.905  -0.758
H  -4.686  1.657  -0.494
H  -3.390  0.615  0.111
H  -3.980  0.426  -1.536
H  -2.657  3.012  -0.571
H  -3.331  2.014  -3.382
H  -2.505  3.534  -3.006
H  -4.161  3.262  -2.481
H  -0.476  2.470  -3.321
H  1.854  1.572  -1.547
H  2.041  2.319  -3.131
H  1.262  0.741  -2.995
H  0.627  3.816  -0.790
H  -0.744  4.389  -1.748
H  0.881  4.409  -2.429
H  -1.975  0.520  -3.886
H  -2.472  -0.782  -5.794
H  -3.170  -2.335  -5.319
H  -1.545  -2.280  -5.973
H  -1.294  -3.699  -3.718
H  -0.385  -3.484  -1.454
H  -2.427  -3.054  0.972
H  -1.913  -1.568  1.754
H  -2.113  -3.050  2.704
H  -0.304  -4.616  2.916
H  1.674  -5.844  3.572
H  3.259  -5.388  2.930
H  2.222  -6.480  2.027
H  3.346  -3.989  0.787
H  3.561  -2.252  -0.801
H  2.532  -0.833  -0.538
H  2.098  -2.016  -1.755
Se  1.737  2.520  1.758
C  3.282  2.822  0.713
C  3.950  1.795  0.056
C  5.074  2.127  -0.685
N  5.519  3.374  -0.820
C  4.873  4.345  -0.183
C  3.760  4.124  0.622
H  3.622  0.767  0.120
H  5.637  1.356  -1.198
H  5.264  5.348  -0.304
H  3.292  4.944  1.149

Forces on the atoms, in the same order (eV/Å):
0.2 0.0 0.2
0.0 0.0 0.0
0.0 0.0 0.0
0.0 -0.1 0.0
0.0 0.0 -0.1
0.0 0.0 0.0
0.0 0.0 0.0
0.0 0.0 0.0
0.0 0.0 0.0
0.0 0.0 0.0
0.0 0.0 0.0
0.1 0.0 0.0
0.0 0.0 0.0
0.0 0.0 0.0
0.0 0.0 0.0
0.0 0.0 0.0
0.0 0.0 0.0
0.0 0.0 0.0
0.0 0.0 0.0
0.0 0.0 0.0
0.0 0.0 -0.1
0.0 0.0 0.0
0.0 0.0 0.0
0.0 0.0 0.0
0.0 0.0 0.0
0.0 0.0 0.0
0.0 0.0 0.0
0.0 0.0 0.0
0.0 0.0 0.0
0.0 0.0 0.0
0.0 0.0 0.0
-0.1 0.0 0.0
0.0 0.0 0.0
0.0 0.0 0.1
0.0 0.0 0.0
0.0 0.0 0.0
0.0 0.0 0.0
0.0 0.0 0.0
0.0 0.0 0.0
0.0 0.0 0.0
0.0 0.0 0.0
0.0 0.0 0.0
0.0 0.0 0.0
0.0 0.0 0.0
0.0 0.0 0.0
0.0 0.0 0.0
0.0 0.0 0.0
0.0 0.0 0.0
0.0 0.0 0.0
0.0 0.0 0.0
0.0 0.0 0.0
0.0 0.0 0.0
0.0 0.0 0.0
0.0 0.0 0.0
0.0 0.0 0.0
0.0 0.0 0.0
0.0 0.0 0.0
0.0 0.0 0.0
0.0 0.0 0.0
0.0 0.0 0.0
0.0 0.0 0.0
0.0 0.0 0.0
0.0 0.0 0.0
0.0 0.0 0.0
0.0 0.0 0.0
0.0 0.0 0.0
0.0 0.0 0.0
0.0 0.0 0.0
0.0 0.0 0.0
0.0 0.0 0.0
0.0 0.0 0.0
0.0 0.0 0.0
-0.2 0.1 -0.2
0.0 -0.1 0.1
0.1 0.0 -0.1
0.0 0.0 0.0
0.0 0.0 0.0
0.0 0.0 0.0
0.0 0.1 0.0
0.0 0.0 0.0
0.0 0.0 0.0
0.0 0.0 0.0
0.0 0.0 0.0

=====

Record 3
The following is a DFT calculation (the ωB97M-V functional and the def2-TZVPD basis) of a cluster of 4 separate species, C33H40N5O7P in total.

Properties
SMILES = CCCCNc1cc2c(c(NCC)c1COO)C(=O)c1cc(P(=O)(O)O)ccc1C2=O.c1cc[nH]c1.c1cc[nH]c1.c1cc[nH]c1
DFT total energy = -2423.13643 a.u.
HOMO-LUMO gap = 6.225 eV
Highest occupied orbital energy = -7.68 eV

CARTESIAN COORDINATES (ANGSTROEM)
C  -0.284  0.532  4.117
C  -1.490  1.281  4.832
C  -2.674  1.682  3.829
C  -4.055  1.019  4.187
N  -4.119  -0.461  4.003
C  -3.471  -0.912  2.785
C  -2.313  -1.817  2.950
C  -1.534  -2.319  1.840
C  -1.934  -1.897  0.465
C  -3.091  -1.038  0.224
N  -3.477  -0.665  -1.098
C  -3.272  0.776  -1.388
C  -1.810  1.311  -1.102
C  -3.856  -0.554  1.415
C  -5.126  0.372  1.250
O  -6.000  -0.316  0.304
O  -6.791  -1.121  1.111
C  -1.012  -2.439  -0.672
O  -1.413  -2.875  -1.727
C  0.517  -2.416  -0.306
C  1.549  -1.982  -1.249
C  2.968  -1.974  -0.836
P  4.375  -1.406  -1.883
O  5.514  -1.091  -0.955
O  4.860  -2.480  -3.039
O  3.991  0.054  -2.624
C  3.321  -2.451  0.516
C  2.306  -2.895  1.485
C  0.918  -2.846  1.057
C  -0.277  -3.243  1.999
O  -0.259  -4.185  2.747
H  0.720  0.979  4.312
H  -0.304  -0.536  4.485
H  -0.520  0.454  3.016
H  -1.058  2.238  5.251
H  -1.886  0.730  5.734
H  -2.372  1.575  2.751
H  -2.813  2.793  3.988
H  -4.855  1.598  3.653
H  -4.221  1.209  5.290
H  -5.119  -0.666  3.860
H  -2.017  -2.133  3.981
H  -2.952  -1.170  -1.813
H  -3.434  0.897  -2.500
H  -4.042  1.445  -0.912
H  -1.867  2.439  -1.183
H  -1.106  0.968  -1.904
H  -1.439  1.099  -0.067
H  -5.723  0.412  2.202
H  -4.875  1.409  0.917
H  -6.417  -2.026  1.113
H  1.252  -1.627  -2.264
H  4.434  -2.233  -3.886
H  3.053  0.266  -2.435
H  4.396  -2.464  0.817
H  2.612  -3.244  2.496
N  7.534  -3.047  -1.641
C  7.488  -4.043  -2.579
C  8.663  -4.750  -2.507
C  9.445  -4.162  -1.482
C  8.721  -3.117  -0.966
H  6.804  -2.361  -1.467
H  6.628  -4.161  -3.215
H  8.929  -5.596  -3.121
H  10.428  -4.470  -1.159
H  8.949  -2.417  -0.178
N  -4.325  4.957  1.289
C  -5.277  5.913  1.522
C  -4.764  6.809  2.423
C  -3.449  6.382  2.743
C  -3.205  5.239  2.027
H  -4.430  4.170  0.673
H  -6.235  5.871  1.029
H  -5.275  7.677  2.809
H  -2.759  6.860  3.421
H  -2.336  4.603  1.978
N  2.294  0.434  -5.524
C  1.596  1.049  -6.530
C  2.473  1.828  -7.238
C  3.753  1.673  -6.642
C  3.612  0.806  -5.590
H  1.901  -0.193  -4.846
H  0.538  0.881  -6.652
H  2.226  2.440  -8.091
H  4.672  2.144  -6.951
H  4.330  0.424  -4.885

Forces on the atoms, in the same order (eV/Å):
-1.1 -1.0 0.2
0.5 0.8 -0.3
0.1 0.6 1.1
0.7 1.1 0.7
-0.5 0.5 -1.6
2.2 -1.5 -2.3
-0.1 -0.1 -1.0
-1.8 1.6 -0.9
0.2 -0.2 1.2
0.4 -0.9 1.9
0.8 0.7 0.8
0.4 0.7 -0.9
-0.7 0.9 -0.2
0.7 0.1 0.8
0.5 -1.5 0.1
1.0 1.4 0.1
-1.2 -1.2 0.8
0.2 0.4 1.3
0.3 0.6 0.3
1.9 0.1 0.7
0.5 -0.6 1.9
-2.1 -1.1 1.2
2.2 1.9 1.6
-1.3 -1.1 -1.3
-1.8 1.9 0.5
-1.0 -2.6 0.6
-1.5 0.0 -0.3
-0.5 0.9 -2.8
0.3 0.4 -1.0
-0.4 1.0 -0.7
0.3 0.6 -0.2
-0.9 -0.3 -0.2
0.4 1.1 -0.4
0.6 0.3 1.0
-0.6 -0.9 -0.4
0.4 0.3 -1.1
-0.3 -0.2 1.0
-0.2 -1.2 -0.3
0.6 -0.7 0.3
0.1 -0.2 -1.1
0.5 -0.1 0.4
-0.4 0.4 -1.0
-0.2 -0.2 0.5
0.0 -0.1 1.2
0.8 -0.9 -0.3
0.2 -1.1 0.0
-0.5 0.1 0.9
-0.3 -0.1 -1.0
0.8 0.2 -1.0
-0.4 -0.9 0.0
0.3 0.6 -0.4
0.2 -0.5 0.9
0.4 -0.4 0.3
0.6 0.1 -0.2
-1.1 0.1 -0.4
-0.4 0.3 -1.0
0.0 -0.1 0.0
0.1 0.1 0.1
-0.1 -0.1 -0.1
0.1 0.1 0.1
-0.1 0.0 -0.1
0.3 -0.1 0.1
0.1 0.0 0.0
0.0 0.0 0.0
-0.1 0.0 0.0
0.0 0.0 -0.1
0.0 0.0 0.0
-0.1 0.0 0.0
-0.1 0.0 -0.1
0.1 -0.1 0.0
0.1 -0.1 0.0
0.0 0.1 0.0
0.0 0.0 0.0
0.0 0.0 0.0
0.0 0.0 0.0
0.0 0.1 0.0
0.1 0.0 0.0
-0.1 0.0 0.0
-0.1 0.0 0.0
0.0 -0.1 0.1
0.1 0.0 -0.1
0.0 0.0 -0.1
0.1 0.0 0.0
0.0 0.0 0.1
0.0 0.0 0.0
0.0 0.1 -0.1